144
Properties=species:S:1:pos:R:3:forces:R:3:lowdin_charge:R:1 method="wB97M-V/def2-TZVPD" gap_ev=9.4 e_lumo_ha=-0.01380 homo_energy_ev=-9.74
Zr -1.438826 3.214753 -1.508899 0.3 -2.2 1.4 2.199
P -6.985739 -1.206715 3.158753 0.7 0.0 -0.1 0.517
P -1.752145 3.994170 4.272486 -0.8 -0.4 -0.2 0.461
P 1.128011 -2.965004 -6.665850 1.1 0.0 -0.7 0.485
P 5.890887 -4.006551 1.608946 -1.3 -1.4 2.1 0.513
O -0.897386 2.798062 -3.664258 -3.2 -0.1 -2.6 -0.112
O -0.072074 -3.330444 -7.451095 1.0 1.3 0.5 -0.229
O 0.633037 3.315568 -2.500093 3.8 2.0 4.6 -0.087
O -1.818628 3.154761 5.498578 0.4 0.4 -1.4 -0.244
O -1.106901 5.419860 4.532731 -0.7 0.4 -1.0 -0.207
O -0.146096 4.723162 -0.205057 3.8 -1.1 -1.8 -0.063
O -2.172924 4.793216 0.058725 -4.2 -0.9 -0.8 -0.077
O -0.624450 1.895224 0.157046 0.3 2.2 3.1 -0.113
O -5.551495 -0.777809 2.501918 -2.1 0.6 1.5 -0.199
O 6.126353 -2.561223 0.933761 -0.6 -1.9 -0.4 -0.213
O -7.466984 0.091816 4.038584 -0.8 -2.9 -3.1 -0.162
O 7.155626 -4.906050 1.169993 -1.0 0.5 -0.7 -0.192
O -3.479269 2.270353 -0.826414 -0.3 -2.2 2.8 -0.098
O -6.581862 -2.321381 4.265057 2.7 4.8 -1.6 -0.191
O -0.946010 0.832459 -1.542488 -0.6 -1.5 -2.4 -0.070
O -0.947939 3.453109 2.941585 -0.3 1.3 2.2 -0.210
O 5.676864 -4.073338 3.120692 0.5 0.5 -3.7 -0.272
O -3.434141 3.353719 -2.511368 0.3 2.5 -3.7 -0.126
O 2.051728 -4.265050 -6.480486 0.4 0.6 -0.2 -0.185
O -7.960257 -1.689633 2.173888 0.2 0.4 0.5 -0.221
O 0.929724 -2.473229 -5.144082 -0.2 -1.0 -1.2 -0.173
O 2.174480 -1.827090 -7.290361 -2.1 -1.7 0.3 -0.209
O 4.647572 -4.609772 0.695842 1.4 0.7 1.7 -0.200
O -3.218286 4.360390 3.676945 1.4 -0.4 0.7 -0.180
N 4.453473 -0.267825 -0.486688 0.2 0.5 -1.0 0.070
C -1.723142 6.376927 5.455989 1.5 -0.8 0.8 -0.236
C 2.972360 1.235224 -1.576298 -0.2 1.0 -0.5 -0.064
C 1.285158 3.058332 -4.862085 -0.8 1.4 1.2 0.052
C 0.318273 3.110012 -3.650370 -0.9 -1.8 -1.7 -0.655
C -7.242784 -3.461344 4.415533 -2.4 -2.5 1.2 -0.348
C 3.738290 -4.732837 -8.253598 -0.1 1.0 0.3 -0.080
C 4.134564 -0.415206 -2.875110 -0.1 0.6 0.0 -0.062
C 3.278845 0.670452 -2.817242 -0.6 -0.4 0.6 -0.045
C 7.529384 -4.920211 -0.253815 0.3 0.2 0.5 -0.247
C -4.225820 3.339555 3.657148 -0.7 -0.7 -0.5 -0.270
C 7.730880 -0.693981 0.413271 -1.0 -0.4 0.3 -0.056
C 0.161040 -0.464228 0.226538 -0.8 0.2 -0.5 0.039
C 3.403449 0.100842 -6.588389 0.0 -0.9 0.7 -0.049
C -0.232609 -3.042997 -4.488494 -1.3 0.6 0.1 -0.284
C 0.465995 3.162253 3.150485 -0.1 -3.2 -1.0 -0.197
C -4.198921 2.738611 -1.731632 1.0 0.8 1.4 -0.618
C 3.280602 -4.493672 1.211657 0.9 -1.4 -0.6 -0.273
C -6.784708 0.350729 5.193892 1.2 2.4 2.0 -0.331
C -4.326488 2.756439 2.269547 -0.2 0.1 -0.4 -0.070
C -0.958410 6.667733 1.065907 0.4 -0.7 -0.2 0.038
C -8.390693 -3.218654 5.396013 -0.2 -0.9 -0.4 -0.060
C -4.643286 -1.715291 1.954899 1.5 0.2 0.1 -0.263
C 0.484227 1.555881 3.325935 -0.5 1.3 0.8 -0.046
C -5.738590 2.721921 -1.743235 1.4 -0.6 0.0 0.050
C 4.743312 -0.834276 -1.700041 -0.6 1.4 1.3 -0.129
C 2.410349 -5.028438 -7.648559 -0.9 -1.6 -0.1 -0.290
C 8.831274 -5.686148 -0.343218 -0.3 -0.3 0.2 -0.072
C -7.455165 1.543122 5.884774 -0.4 -0.2 -0.5 -0.059
C -0.364634 -2.419237 -3.153180 0.7 0.1 0.9 -0.089
C 3.379907 -1.463760 -6.606934 -0.5 1.1 -0.2 -0.253
C -0.527065 0.765617 -0.366646 0.4 0.8 -1.4 -0.637
C -3.577718 -0.894652 1.189334 -0.7 -1.2 -0.1 -0.053
C 2.568244 -3.444706 0.436448 -0.3 0.5 1.0 -0.085
C -1.084990 5.310066 0.309457 -0.3 2.1 1.4 -0.708
C 3.609229 0.811279 -0.443304 0.9 -2.9 -0.5 -0.132
C -0.986011 7.685480 5.305992 -0.2 0.1 -0.1 -0.074
C 7.145201 -1.758775 1.443612 1.2 2.8 0.1 -0.271
H 6.715448 -1.213327 2.283794 0.0 0.3 0.0 0.116
H 2.736066 -3.399914 -0.639624 0.1 -0.5 0.1 0.082
H 2.789365 0.988655 -3.725845 0.0 0.2 0.1 0.072
H -0.301140 -4.126544 -4.391910 0.8 -0.1 -0.5 0.129
H 8.392720 -1.081380 -0.361318 0.4 -0.3 0.5 0.063
H -1.152091 -2.728905 -4.982462 0.3 -0.1 -0.8 0.118
H 8.660254 -6.722905 -0.053434 0.0 0.0 0.3 0.079
H -8.886381 -4.181902 5.516575 -0.4 0.1 0.2 0.076
H 4.167674 0.433915 -5.886168 0.4 0.2 -0.3 0.065
H 6.747741 -5.368445 -0.867185 -0.2 0.0 0.2 0.117
H -4.097511 -0.496737 0.317800 0.5 0.6 0.1 0.081
H 0.013341 6.807465 1.539495 0.1 -0.4 -0.2 0.082
H -0.080555 1.300309 4.222487 0.1 0.2 0.3 0.059
H -1.346096 -2.693813 -2.766599 0.0 0.3 0.2 0.092
H -5.814415 0.701460 4.842293 0.6 -0.3 0.7 0.108
H -4.066706 2.502075 4.336429 0.6 0.3 0.4 0.103
H 1.206532 -0.297387 0.485796 -0.1 0.4 -0.1 0.071
H -4.136924 -2.241412 2.764153 -0.2 -0.2 0.2 0.115
H 1.541236 -3.711368 0.685935 -0.5 0.9 -0.4 0.080
H 0.113707 -1.239840 -0.537850 0.0 0.0 0.1 0.068
H -8.046286 -2.880655 6.373378 0.2 0.0 -0.1 0.077
H 7.981566 -2.285701 1.902882 0.0 -0.6 -0.4 0.114
H 3.727910 -3.735175 -8.692546 0.3 0.1 0.0 0.070
H -0.224104 -1.342470 -3.247662 -0.4 0.1 0.2 0.079
H -9.094287 -2.496731 4.981416 0.0 0.0 0.0 0.079
H -7.550139 2.370913 5.182029 0.3 0.2 0.1 0.072
H 1.621512 2.040482 -5.059401 -0.4 0.2 -0.2 0.048
H 5.557478 -1.542955 -1.736269 -0.2 -0.4 0.3 0.097
H 3.355577 1.192611 0.534778 0.2 0.2 0.1 0.104
H 2.481586 0.531055 -6.196984 -0.3 -0.5 0.0 0.047
H 4.311783 -0.845161 -3.849864 0.3 -0.3 0.1 0.080
H -4.406525 3.543982 1.520235 0.2 0.0 0.0 0.074
H -6.058637 2.283157 -0.798174 0.0 0.1 -0.1 0.082
H -2.788623 -1.566069 0.850780 -0.1 -0.2 -0.2 0.067
H 9.224643 -5.760585 -1.357030 0.0 0.5 0.0 0.078
H 4.439103 -4.780490 -7.420126 0.5 0.0 -0.4 0.085
H -0.097678 1.100185 2.524787 0.3 0.4 -0.3 0.035
H 1.624105 -5.054167 -8.403039 -0.3 0.5 0.2 0.116
H 3.511408 0.535852 -7.581981 0.4 -0.2 0.0 0.081
H -5.212745 2.130737 2.163931 -0.1 -0.1 0.2 0.074
H -6.557621 -4.179939 4.865273 0.1 -0.2 -0.2 0.125
H -1.024607 7.454414 0.314344 -0.2 0.0 -0.1 0.083
H -6.050416 2.054335 -2.546475 -0.1 0.2 -0.1 0.089
H 0.804772 3.583407 -5.687694 -0.2 -0.7 -0.3 0.090
H 0.978875 3.338656 2.205000 -0.3 0.4 -0.1 0.099
H 3.247373 -4.411212 2.298033 0.4 0.8 0.0 0.113
H -5.169384 3.786402 3.970369 0.1 0.3 -0.1 0.116
H -3.472013 2.121724 2.034786 0.1 0.2 -0.1 0.064
H -6.914523 1.846065 6.781453 0.0 0.0 -0.1 0.081
H -2.802080 6.500880 5.363123 0.1 -0.4 -0.4 0.121
H 2.887143 -2.492939 0.861333 -0.4 0.3 -0.2 0.070
H 0.956797 3.756754 3.921056 -0.4 -0.2 0.3 0.110
H -1.410545 8.432928 5.976215 -0.2 0.0 -0.1 0.079
H -6.729325 -0.455017 5.925879 0.1 -0.4 -0.5 0.117
H 1.444001 1.047964 3.420600 0.2 0.4 -0.2 0.068
H 7.663896 -3.875557 -0.534364 0.0 0.0 -0.3 0.103
H -6.163424 3.717405 -1.872215 0.3 -0.1 -0.1 0.092
H 0.387166 -2.797148 -2.460303 0.1 0.0 0.1 0.068
H 4.232039 -1.858969 -7.159899 0.0 0.1 -0.1 0.108
H 3.929528 -5.451929 -9.050114 0.2 -0.1 0.2 0.087
H 2.130689 3.707857 -4.635613 0.2 -0.3 0.3 0.091
H 9.540368 -5.221934 0.342192 0.2 -0.2 -0.2 0.082
H -7.610167 -3.803462 3.448013 -0.1 -0.4 0.1 0.117
H -1.094719 8.028592 4.277136 0.2 0.2 0.0 0.071
H -1.690175 6.867948 1.848560 -0.3 -0.5 -0.3 0.073
H 0.065942 7.620490 5.583977 0.0 -0.3 -0.3 0.081
H -5.156712 -2.442561 1.325943 0.0 0.1 -0.2 0.122
H -1.461646 5.911991 6.406547 -0.6 0.4 0.4 0.118
H -0.353221 -0.814481 1.121505 -0.1 0.1 0.0 0.078
H -8.489670 1.303571 6.130763 0.0 -0.2 0.3 0.076
H 2.462635 -6.062291 -7.307218 -0.1 0.0 0.3 0.118
H 3.385972 -1.955054 -5.633944 0.1 0.4 0.2 0.094
H 7.007067 -0.135714 -0.180491 -0.7 -0.5 0.3 0.037
H 2.792940 -5.461634 1.096203 0.3 -0.3 -0.6 0.113
H 8.170787 0.128001 0.978004 0.6 -0.4 0.2 0.069
H -3.052750 -0.173715 1.816039 -0.6 0.3 0.0 0.071
H 2.279208 2.053784 -1.450190 -0.1 0.1 -0.4 0.089